A gas-phase ion, C35H42N2O6P (charge -1). Source: OMol25; level of theory: ωB97M-V/def2-TZVPD.

```
86
Properties=species:S:1:pos:R:3:mulliken_charge:R:1
H -1.28 4.16 -0.21 0.331
C 2.12 0.87 -0.89 0.418
C 3.53 0.38 -0.30 0.560
C -0.67 1.68 -2.14 0.231
H 1.49 -3.74 2.72 0.281
C -1.64 2.09 6.34 -1.043
H 0.20 3.89 4.79 0.215
H -5.29 -0.42 0.16 0.236
C -1.60 -0.08 -4.54 0.241
C -4.56 -0.91 -4.59 -0.687
H 4.98 -1.83 0.46 0.273
H 2.37 0.04 4.51 0.123
H 3.09 -4.14 3.66 0.340
C -2.56 1.56 3.83 -0.672
O 0.73 0.45 -5.43 -0.482
H 4.77 -1.21 3.49 0.114
C -0.84 -2.11 -6.18 0.198
C -1.40 3.04 0.07 0.003
H -2.73 2.26 6.65 0.335
P -3.92 -3.31 -6.41 0.256
C 0.40 0.84 -2.95 0.385
H 3.90 -0.48 -0.98 0.375
C -4.98 -0.31 -0.95 -0.699
H -6.13 -2.96 -7.03 0.250
H 1.32 -3.53 5.31 0.328
H 3.33 -0.07 0.73 -0.947
C -2.51 1.81 2.28 -0.295
C -0.45 3.56 2.58 -0.434
H 2.58 -1.21 2.60 -0.244
H -4.40 -5.38 -5.63 0.329
C 1.71 -2.65 4.66 -0.526
C -2.67 0.75 -3.72 0.400
H -5.04 -2.22 -8.13 0.306
H -1.22 1.07 6.67 0.240
H -5.68 -1.21 -4.56 0.121
H 6.53 -2.25 1.51 0.326
C -5.24 1.19 -2.85 -0.974
N -4.99 1.15 -1.38 -0.342
C -0.05 0.39 -4.44 -0.122
C 2.36 -3.30 3.35 -0.779
H -6.27 0.74 -3.04 0.452
H 2.79 0.10 6.30 0.251
C 1.08 1.73 -0.11 -0.241
H 6.91 1.48 0.13 0.319
H -3.32 0.86 4.32 0.285
H 5.06 0.47 2.18 0.251
C -0.52 3.33 4.12 -0.631
C -1.44 2.80 1.66 0.152
H 2.53 -0.21 -2.97 0.281
H 6.19 -0.09 -0.62 0.347
C 2.17 -0.48 5.51 -0.369
H -5.24 2.29 -3.20 0.277
H -3.26 1.26 1.61 0.236
H 4.36 2.24 0.60 0.292
H 4.78 2.07 -1.23 0.364
O -0.64 -1.70 -7.51 -0.726
C 4.67 1.51 -0.24 -0.597
C -1.55 2.33 4.75 0.748
C -0.32 2.16 -0.70 0.439
H 1.05 -0.39 5.79 0.212
C 4.67 -2.06 2.71 -0.532
C -3.52 -1.76 -5.40 0.620
C 6.04 0.73 0.18 -0.699
C 1.78 0.42 -2.37 -1.148
H 0.76 -2.04 4.39 0.292
H -2.46 2.75 -0.31 -0.030
H -1.03 2.94 6.83 0.290
O -2.68 3.10 -2.77 -0.544
N -5.24 -3.05 -7.55 -0.655
H -5.76 -0.83 -1.63 0.339
H 6.91 0.05 2.20 0.346
H 5.08 -3.01 3.22 0.416
C 3.10 -2.22 2.40 -0.024
C -2.00 -1.32 -5.39 0.052
H 2.89 -2.53 1.31 0.497
O 2.63 -1.87 5.46 -0.362
C -2.08 1.99 -2.87 -0.258
C 5.56 -1.62 1.43 -0.499
H -3.92 -0.75 -1.11 0.204
C 5.92 -0.04 1.60 -0.597
O -4.51 -4.47 -5.26 -0.535
H -4.08 1.55 -1.12 0.221
C -4.18 0.35 -3.72 0.538
O -0.11 -3.01 -5.65 -0.706
H 0.28 4.29 2.06 0.333
H 1.38 2.05 0.95 0.129
```

Total charge ... -1
SMILES ... CNCc1cc(P(N)O)c(C(=O)[O-])c2c1C(=O)c1c(Cc3ccc(C)cc3)cc(CCCCCCCCCOC)cc1C2=O
E_tot ... -61515.55392 eV
LUMO energy ... 1.233 eV
Gap between HOMO and LUMO ... 5.68 eV